Entry 1:
C2H7NO3P | ωB97M-V/def2-TZVPD

Last column: natural (NBO) charge in e.
Positions of all 14 atoms, in Å:
O -0.68139 1.17711 1.02882  -1.198
C -1.01331 -0.34621 -2.43105  -0.185
N 0.94020 -0.07707 2.62279  -1.212
H -1.33043 -0.98937 -3.23042  0.140
O -1.59820 -0.61720 2.62190  -1.185
P -0.52486 -0.12296 1.73067  2.151
H 0.36667 1.12203 -0.71120  0.226
H 1.85148 1.01915 -1.86934  0.130
O 0.21026 0.06938 -2.49692  -0.363
C 0.81676 0.82131 -1.64231  -0.149
H -1.63186 -0.14330 -1.57452  0.178
H 1.07890 -0.93529 3.13697  0.364
H 1.73912 0.14548 2.04787  0.361
H -0.22334 -1.12306 0.76674  -0.258

Net charge ... -1
Orbital gap (spin up / spin down) ... 7.790 / 7.675 eV
Energy relative to the best compared isomer or geometry (same formula, charge and spin) ... 360.0 kJ/mol

Entry 2:
C36H49F24NO6 | ωB97M-V/def2-TZVPD

Last column: Mulliken charge in e.
Positions of all 116 atoms, in Å:
C 1.60168 -2.85924 0.41799  -1.351
N -6.92687 -3.73265 -0.55345  -0.608
O -3.68042 2.71930 0.50517  -0.367
O -2.67870 -1.22162 -5.63493  -0.360
C 0.19621 -0.98048 -0.93086  -0.045
C -0.96507 -0.60445 -1.92908  -0.474
H -4.31180 -1.08161 -6.78373  0.402
F 4.73215 0.03443 5.52302  -0.350
O -5.98192 -0.88489 1.46961  -0.345
F 0.84485 -1.82716 -4.99552  -0.253
F -0.04180 -0.35922 -6.32638  -0.244
H -1.52802 2.76891 0.90971  0.244
H -7.67472 -3.76647 1.50320  0.230
H 1.99503 -2.63906 -2.39369  0.288
H 1.12777 -4.27968 -1.91182  0.484
H -3.27308 -0.68138 1.24403  0.094
H 1.01026 8.91339 0.71777  0.321
F -1.39899 7.23861 -1.00989  -0.289
C -2.71466 -0.67990 -8.12305  0.870
H -2.34074 4.78013 -1.32381  0.329
H -0.89266 -4.29001 0.05843  0.343
F -3.77462 -0.34419 -8.91777  -0.328
F -1.26750 -0.64940 -10.00149  -0.279
C 5.21541 -1.21784 5.78116  0.914
C -7.12780 -1.60248 0.93510  -0.425
F 5.09172 -1.90758 4.62215  -0.215
H -1.43077 -3.40675 -1.45524  0.316
H -0.65135 -1.39860 1.64279  -0.178
H -2.44617 4.35874 0.92745  0.184
C -0.04763 7.14941 -0.97612  0.685
H -0.69059 -4.15505 2.33317  0.353
O -0.77623 3.38682 -1.63615  -0.478
H -1.60693 -1.40039 -2.45233  0.523
C -0.50928 1.96558 -1.48969  -0.171
C -1.71314 -1.44233 -8.99335  0.076
H 2.02451 -3.90619 0.17730  0.442
H 1.89191 -0.09290 0.45716  0.126
H -4.63286 1.67313 2.06789  0.318
H 0.86259 -5.19371 1.93378  0.272
F 9.05922 -3.40195 6.65051  -0.297
C -3.29000 -1.44983 -6.91476  -0.728
C 4.34854 -1.82725 6.88514  0.075
F 5.89768 -4.36198 5.37093  -0.194
H -3.26198 0.19346 -0.36611  -0.443
H -5.86315 -3.41677 1.27714  0.204
H 1.08498 7.78788 2.02945  0.396
C 0.46318 -2.53650 -0.66546  1.811
H 3.01752 -1.73995 2.51949  0.315
H -0.10441 5.05761 -1.57085  -0.498
C -5.31605 -0.27969 0.33251  -0.570
H -5.90916 0.56100 -0.17765  0.251
F 3.06085 -1.93667 6.46558  -0.245
H -1.68509 -2.54422 0.13746  -0.019
H -2.80612 1.57197 2.14999  0.244
F 4.73642 -3.06799 7.23189  -0.215
F -2.19400 0.49198 -7.68770  -0.264
H -7.25061 -3.02725 -1.22887  0.255
F 1.73488 5.76802 -1.77976  -0.249
H -7.47136 -1.20664 -0.08448  0.327
H -5.21097 -1.11177 -0.47007  0.254
H -2.91411 3.08446 -1.77650  0.292
C 0.16995 -1.66354 2.38755  -1.022
C 2.74717 7.55645 0.72968  0.903
C -0.95303 -3.25286 -0.40993  -1.011
F 2.89698 6.21572 0.60632  -0.253
H -8.01897 -1.42785 1.65421  0.294
C -0.26385 -1.07617 -5.20474  0.751
H -0.36801 -0.37374 -4.37402  -0.141
C 1.12577 -2.87645 1.95060  2.118
C 0.40333 5.98353 -1.86317  1.354
H 1.28210 2.45933 -0.00734  0.413
H -3.40697 -2.51690 -7.12095  0.314
F -1.75806 -2.56751 -4.14385  -0.223
C -1.34508 0.89616 -2.22948  -0.922
F 3.39864 7.89961 1.88169  -0.336
H 3.16539 -3.60226 2.62512  0.358
C 7.19164 -4.50004 5.72748  0.194
C 1.01435 -3.14022 -2.08425  -1.159
C 2.48717 -2.70712 2.83854  -1.797
F -0.62018 -1.83488 -8.31383  -0.195
C -6.91118 -3.19952 0.84609  -0.342
C 0.45771 -4.25581 2.44155  -1.489
H 4.35332 -1.20055 7.78110  0.276
C 6.71543 -1.05909 6.11048  -0.702
H 0.82252 -0.72713 2.52226  0.280
C -3.79233 0.17160 0.65740  0.804
C -3.68628 1.58631 1.40440  -0.597
H -2.17499 -2.32473 -9.44473  0.282
C 1.02093 0.14539 -0.25834  -0.251
C 3.43021 8.29877 -0.42105  0.068
H 0.17757 -2.95348 -2.84759  0.092
H 3.41655 9.37960 -0.25587  0.280
F 7.25909 -5.57735 6.54690  -0.260
F -1.36751 -2.95553 -6.22659  -0.336
H 6.88612 -0.83228 7.16609  0.350
O 7.60629 -2.08136 5.63768  -0.410
H 7.76713 -4.71289 4.82274  0.234
H 7.04549 -0.16129 5.57962  0.380
H 0.63560 -4.31260 3.58319  0.375
C 1.25243 7.87340 0.95168  -0.736
H 2.46154 -2.10309 0.25077  0.220
C 7.73370 -3.24799 6.42711  0.748
H -2.21080 1.12746 -2.93698  0.394
O 0.29449 6.96666 0.38510  -0.353
C -2.37367 3.33231 0.39150  -0.138
H -5.93828 -3.95015 -0.78386  0.281
C -1.51256 -1.96155 -5.33072  0.642
F 0.41153 8.34492 -1.39608  -0.299
H -0.29437 -1.88151 3.42624  0.436
F 7.17798 -3.03445 7.63481  -0.272
F 2.86845 8.04425 -1.61626  -0.200
H 2.26537 -2.63499 3.96335  0.289
C -2.12451 3.65429 -1.16374  -0.483
F 0.12915 6.23445 -3.16845  -0.306
C 0.68455 1.63166 -0.52223  -0.372
F 4.72894 7.91393 -0.52356  -0.279

Orbital gap ... 8.805 eV

Entry 3:
C33H87F6N10O18S2 | ωB97M-V/def2-TZVPD

Last column: Mulliken charge in e.
Positions of all 156 atoms, in Å:
H -6.56815 1.67035 0.91843  0.213
H -8.34823 5.63743 4.70957  0.290
C -5.40520 -2.90780 -5.34025  -0.932
H -10.61743 5.22705 4.90794  0.304
C -7.04937 6.01445 6.32212  -0.662
N -5.25937 2.98021 -1.40009  -0.280
H 7.30057 -9.58976 -0.23800  0.287
H -2.56841 -4.04322 8.16852  0.242
N -1.10220 -0.37359 -1.65325  -0.299
C -5.36305 1.91591 7.24710  -0.615
H -4.78801 3.04690 4.85239  0.321
H 5.58690 -0.10043 -2.47663  0.253
H -11.30623 5.20402 6.38964  0.266
H -1.67458 -4.83757 6.81317  0.236
H -4.61135 5.49161 5.64326  0.641
H 5.22304 1.70821 -2.71871  0.164
N -3.84162 7.80115 1.14067  -0.440
H 5.68542 5.28092 -3.18008  0.247
H 5.96703 0.82940 -0.44917  0.319
H 4.82620 -1.08652 -0.16126  0.209
H 3.15864 5.08491 3.88089  0.276
C 6.48325 -0.09907 -0.69327  -0.456
O 9.23127 -9.59028 -1.65856  -0.294
N 6.53794 -0.15772 -2.14142  -0.464
H 4.08945 7.38242 3.20564  0.267
H 1.32111 7.02620 3.17333  0.305
H 4.49447 4.03066 -2.73594  0.296
C 6.58100 -10.17979 2.02089  -0.577
O 1.24631 -0.59286 -2.20501  -0.603
H 6.17667 -2.18249 -0.41421  0.356
H -5.86727 2.80293 7.63056  0.226
O 4.23757 -9.44961 2.26387  -0.338
H -3.24975 3.75799 5.49989  0.291
H -5.45817 -0.81442 -4.55378  0.281
N -5.93036 1.79573 0.14538  -0.350
H 2.75329 -10.58927 1.59839  0.350
O 0.58205 -0.21277 0.54927  -0.513
H -5.50017 -2.57367 -6.37341  0.347
H 2.26928 -9.12304 2.61935  0.230
H -1.20859 6.75480 -0.28857  0.230
C 6.17722 -2.46759 2.03958  -0.709
H 7.02844 -9.33615 2.54640  0.391
H -3.91034 8.43793 1.92161  0.241
F 0.22862 1.48332 -4.64825  -0.235
H 11.15150 -10.26170 -2.07417  0.307
C 10.20557 -10.06310 -2.57804  -0.756
H -3.89862 -5.29536 5.78478  0.294
H -3.79631 -3.64349 6.06729  0.346
C 0.14476 9.83807 -5.45354  -0.240
C 6.08567 2.00203 -3.31675  -0.175
H -6.00634 -3.78230 -5.09125  0.238
H -4.36728 -3.23307 -5.41096  0.283
F 0.46984 -2.98829 -1.19464  -0.213
S -0.60536 -0.79190 0.01573  0.842
H 2.46904 0.87644 -10.37902  0.285
O -1.65980 8.30519 1.40641  -0.679
H -6.79305 -1.59329 -4.23614  0.246
C -4.26867 3.44304 5.72502  -0.480
H 2.34349 1.54368 -11.89036  0.307
O -5.25708 -2.27345 -3.08039  -0.452
H 8.34624 -11.05859 2.04185  0.282
H -7.87526 -5.18814 1.43841  0.210
H 5.20968 -9.10449 0.54747  0.334
C -3.77954 -4.59015 6.60734  -1.166
H -6.34428 -7.18806 -1.77760  0.209
N -7.36577 -5.35905 0.58324  -0.326
C -2.57086 -4.84801 7.43338  -0.072
C -8.32634 6.16593 5.66262  -0.442
H 4.26964 2.66675 -9.55421  0.282
H -7.06646 6.23741 7.38894  0.280
O 6.28062 -1.17218 1.41534  -0.341
F -1.71697 0.68176 -4.31822  -0.217
H 9.89804 -10.94096 -3.14626  0.289
O -8.23722 -7.42062 0.07409  -0.694
H -2.92235 6.25229 -0.41761  0.150
H -1.61118 8.68085 -4.86570  0.313
O -4.12491 2.35879 6.72943  -0.372
H 2.29227 4.97374 2.45273  0.296
H 7.84784 0.79751 -3.49100  0.301
H 4.51204 5.89099 2.13176  0.268
C 3.05909 1.47755 -11.07082  -1.055
H -5.01557 3.68417 -2.08208  0.170
O 2.52223 3.58049 -10.22800  -0.528
H 4.27474 3.32381 -11.13063  0.221
H 5.82489 1.82391 -4.36000  0.407
N -2.19784 6.90236 -0.14818  -0.387
H -2.02180 -5.97303 8.77814  0.316
H 2.61839 4.37512 -9.69797  0.287
H 7.62607 1.71097 -2.00417  0.276
F -1.35152 -3.36979 -0.00485  -0.202
H -4.41564 -1.82894 -2.95399  0.262
C 3.79466 6.64246 2.46155  -0.818
H -6.37996 6.75660 5.88716  0.398
N -6.60953 -6.47260 -1.11589  -0.340
H -5.98843 1.58780 6.41683  0.272
H -5.92025 -5.73695 -1.17766  0.131
H 6.27869 -10.79160 2.87083  0.387
H -10.67295 6.83598 5.76457  0.296
H -4.73646 -4.65969 7.12462  0.313
H 8.49949 -9.21770 0.91146  0.370
C -0.77218 8.60358 -5.55721  -0.885
H -0.22757 7.70234 -5.27564  0.258
C -5.73495 -1.84195 -4.31784  -0.280
H 5.25869 -2.99505 1.78231  0.288
H -6.57049 4.44077 5.10848  0.195
O -1.83445 -0.71244 0.84959  -0.644
C 5.19585 -9.90476 1.28738  -0.529
H -4.61890 2.20855 -1.27994  0.117
O 6.40409 3.35116 -2.93423  -0.376
C 2.87127 -9.52548 1.80465  -0.716
H -4.45819 7.27073 0.54185  0.189
H 5.10603 4.17959 -4.40186  0.288
C -7.44918 -6.45939 -0.10249  0.653
H -0.35618 10.71061 -5.87287  0.240
H -4.72241 4.87361 7.24588  0.377
C 3.63858 2.77482 -10.43636  -0.127
C 7.11251 1.09738 -2.74436  -0.620
H 10.51410 -9.36305 -3.35446  0.286
F -0.22189 -0.66090 -4.90924  -0.242
O 1.31926 9.56625 -6.27740  -0.524
C 2.73498 5.72486 3.10689  -0.372
C 8.11445 -10.04998 0.32226  -0.695
C -0.24412 -2.70288 -0.10723  0.691
N -6.48774 4.67696 6.08698  -0.151
H 1.11168 9.87163 -7.16356  0.295
C -5.01920 4.66072 6.21890  -1.009
S 0.09197 0.27614 -2.25219  0.987
C 5.89149 -1.22558 0.02292  -0.472
N 7.61986 -10.97523 1.34506  -0.474
O 1.83133 6.57884 3.85240  -0.521
C -2.53943 7.65479 0.88076  0.699
C -6.15509 2.87560 -0.49556  0.688
H 4.83773 -10.75548 0.70761  0.376
H 2.55389 -8.86555 0.99727  0.277
H 8.54256 -11.48545 -1.27784  0.328
O -6.92806 3.84526 -0.19290  -0.748
C -10.53450 5.75868 5.85588  -0.756
F 0.60909 -3.04374 0.87255  -0.260
C -0.46984 0.41048 -4.14173  0.539
C 5.36998 4.25095 -3.34672  -0.720
H 6.31265 -2.35334 3.11507  0.259
H 7.05479 -3.03937 1.73782  0.302
H -6.72089 -4.65091 0.26270  0.160
H -1.18395 8.41556 -6.54877  0.279
O 0.42111 1.68326 -1.83762  -0.640
H 3.85646 0.88328 -11.51705  0.327
O -2.67133 -6.05023 8.07546  -0.509
C 8.98053 -10.64847 -0.73402  -0.405
H -5.32546 1.03629 -0.13296  0.195
H 0.47985 10.07043 -4.44268  0.263
H 9.92716 -10.94308 -0.28102  0.289
H 7.42051 0.04423 -0.15555  0.376
H -5.27382 1.23725 8.09537  0.266
H 3.40065 7.05488 1.53270  0.298
O -9.29939 5.59530 6.50451  -0.316
H -8.44267 7.24146 5.52919  0.378

Net charge ... -1
Orbital gap ... 8.629 eV